Entry 1:
{"formula": "C22H30N2O6S", "method": "the ωB97M-V functional and the def2-TZVPD basis", "smiles": "CCC(=O)N1c2ccc(S(=O)(=O)CCC(=O)N3CCC4(CC3)OCCO4)cc2C[C@H]1C", "total_charge": 0, "orbital_gap_ev": 9.22, "elements": ["C", "C", "C", "O", "N", "C", "C", "C", "C", "S", "O", "O", "C", "C", "C", "O", "N", "C", "C", "C", "C", "C", "O", "C", "C", "O", "C", "C", "C", "C", "C", "H", "H", "H", "H", "H", "H", "H", "H", "H", "H", "H", "H", "H", "H", "H", "H", "H", "H", "H", "H", "H", "H", "H", "H", "H", "H", "H", "H", "H", "H"], "coordinates": [[-0.274286, -5.251699, -1.300460], [-0.145054, -4.377048, -0.051524], [-0.401939, -2.931599, -0.439068], [0.378410, -2.345979, -1.164083], [-1.533799, -2.328336, 0.027149], [-1.905174, -1.021084, -0.307158], [-1.472433, -0.245843, -1.370017], [-1.962793, 1.047912, -1.467891], [-2.863560, 1.527735, -0.538843], [-3.292233, 3.262660, -0.551327], [-2.923563, 3.822478, -1.828846], [-4.651980, 3.437103, -0.112856], [-2.173932, 3.982676, 0.703044], [-0.751297, 3.706394, 0.260160], [-0.290508, 2.334860, 0.754940], [-0.850885, 1.786822, 1.690490], [0.752923, 1.763170, 0.121778], [1.594544, 2.347135, -0.893814], [2.978253, 2.646395, -0.313657], [3.608165, 1.348026, 0.217226], [2.650515, 0.680396, 1.216499], [1.267441, 0.493095, 0.596081], [4.848150, 1.663133, 0.831617], [5.825083, 0.773776, 0.337152], [5.273418, 0.396811, -1.038957], [3.879321, 0.447934, -0.842603], [-3.334787, 0.742088, 0.500934], [-2.852215, -0.540408, 0.603147], [-3.131882, -1.590945, 1.631849], [-2.470284, -2.846433, 1.031806], [-3.511400, -3.746784, 0.367084], [0.391243, -4.882511, -2.076338], [-1.292259, -5.231319, -1.684682], [-0.009971, -6.281020, -1.070398], [-0.807821, -4.739201, 0.729716], [0.884687, -4.431009, 0.308137], [-0.759444, -0.626494, -2.080706], [-1.653773, 1.698740, -2.270492], [-2.402026, 3.504243, 1.651785], [-2.409153, 5.042261, 0.738293], [-0.066706, 4.456402, 0.665632], [-0.730943, 3.767157, -0.828097], [1.157194, 3.256116, -1.300105], [1.707836, 1.613732, -1.699668], [2.910602, 3.354010, 0.512725], [3.625785, 3.067938, -1.082886], [2.589466, 1.317225, 2.099944], [3.058206, -0.287890, 1.506774], [0.567560, 0.107409, 1.338278], [1.330049, -0.203583, -0.244779], [5.903945, -0.108447, 0.986403], [6.780403, 1.296671, 0.303562], [5.582183, 1.127094, -1.799685], [5.538837, -0.609253, -1.362354], [-4.047296, 1.150273, 1.198878], [-4.197810, -1.738359, 1.799447], [-2.673047, -1.307213, 2.581489], [-1.925245, -3.401637, 1.799447], [-3.042271, -4.597044, -0.120290], [-4.061150, -3.179899, -0.380911], [-4.211283, -4.118863, 1.111044]], "forces_ev_per_a": [[0.0, 0.0, 0.1], [0.0, 0.0, -0.2], [0.1, -0.3, 0.3], [0.2, 0.0, -0.2], [0.0, 0.2, 0.1], [-0.2, 0.5, -0.1], [0.1, 0.0, -0.1], [-0.1, 0.0, -0.1], [-0.2, 0.7, 0.0], [-0.2, 0.3, 0.2], [0.3, -0.1, -0.1], [0.0, -0.2, 0.3], [-0.4, -0.6, -0.5], [0.0, -0.2, 0.1], [0.1, 0.2, -0.1], [-0.1, 0.1, 0.3], [0.1, -0.2, 0.0], [0.2, 0.3, -0.1], [0.2, -0.5, -0.1], [-0.5, 0.4, 0.4], [0.2, 0.1, -0.4], [0.0, -0.3, 0.3], [-0.2, 0.2, -0.1], [0.0, -0.4, -0.2], [0.4, 0.2, 0.1], [-0.3, -0.1, 0.1], [0.0, -0.2, -0.1], [0.0, 0.0, -0.2], [0.2, 0.1, 0.1], [-0.4, -0.5, 0.2], [0.2, 0.1, 0.2], [0.0, 0.0, -0.1], [-0.1, 0.0, -0.1], [0.0, -0.1, 0.0], [0.0, 0.0, 0.1], [-0.1, 0.1, 0.1], [0.0, 0.0, 0.0], [0.1, 0.1, -0.1], [0.0, 0.0, 0.1], [-0.1, 0.1, -0.1], [0.0, 0.0, -0.1], [0.2, 0.1, 0.0], [0.0, -0.1, 0.0], [-0.1, 0.1, -0.1], [0.0, 0.1, 0.0], [0.1, 0.0, 0.0], [0.0, 0.0, 0.0], [0.1, 0.0, 0.0], [0.1, 0.0, -0.2], [-0.1, 0.0, 0.0], [0.1, 0.1, -0.1], [0.0, -0.1, 0.0], [0.0, -0.1, 0.1], [0.0, 0.1, 0.0], [-0.1, 0.0, 0.2], [0.0, -0.1, 0.0], [0.0, 0.0, 0.0], [-0.1, 0.1, -0.1], [0.0, -0.1, -0.1], [-0.1, 0.1, -0.1], [-0.1, 0.0, 0.1]]}

Entry 2:
{"formula": "C22H30N4O4", "method": "the ωB97M-V functional and the def2-TZVPD basis", "smiles": "COc1cc(NC(=O)NCCN2CCN(c3ccccc3)CC2)cc(OC)c1OC", "total_charge": 0, "orbital_gap_ev": 8.36, "elements": ["C", "O", "C", "C", "C", "N", "C", "O", "N", "C", "C", "N", "C", "C", "N", "C", "C", "C", "C", "C", "C", "C", "C", "C", "C", "O", "C", "C", "O", "C", "H", "H", "H", "H", "H", "H", "H", "H", "H", "H", "H", "H", "H", "H", "H", "H", "H", "H", "H", "H", "H", "H", "H", "H", "H", "H", "H", "H", "H", "H"], "coordinates": [[-3.843719, -0.448282, -2.119711], [-2.553598, 0.040822, -2.421050], [-1.875098, 0.814388, -1.532836], [-0.524679, 0.971927, -1.847785], [0.322654, 1.708607, -1.038691], [1.681038, 1.774027, -1.371492], [2.718860, 1.848684, -0.465358], [2.592689, 2.199432, 0.687000], [3.949564, 1.562892, -1.017438], [4.931256, 0.964334, -0.139615], [4.753420, -0.568601, -0.112474], [3.343622, -0.887893, -0.012116], [2.824692, -0.891584, 1.340929], [1.298260, -0.900318, 1.303937], [0.809275, -2.040905, 0.552990], [-0.563533, -2.309848, 0.615940], [-1.477252, -1.448448, 1.224650], [-2.820293, -1.771230, 1.291144], [-3.288372, -2.958984, 0.758577], [-2.389265, -3.830586, 0.165600], [-1.048122, -3.514607, 0.097268], [1.403290, -2.095438, -0.770162], [2.926004, -2.105957, -0.671128], [-0.180166, 2.325514, 0.101835], [-1.517273, 2.175134, 0.430405], [-2.079214, 2.721117, 1.546333], [-1.247963, 3.421518, 2.441141], [-2.388773, 1.428623, -0.387807], [-3.718742, 1.282448, -0.025438], [-4.488490, 2.466076, -0.084014], [-3.875123, -0.901021, -1.127588], [-4.600608, 0.336700, -2.188505], [-4.042653, -1.206602, -2.877659], [-0.166383, 0.487845, -2.743688], [1.896949, 1.377510, -2.275305], [3.938157, 1.154575, -1.941875], [4.765848, 1.393499, 0.849156], [5.936530, 1.222654, -0.479787], [5.350903, -0.996656, 0.706999], [5.129657, -0.980000, -1.054164], [3.147583, 0.016629, 1.850311], [3.190388, -1.769605, 1.903153], [0.925149, -0.975355, 2.327427], [0.960520, 0.050276, 0.868182], [-1.154367, -0.504440, 1.631162], [-3.505471, -1.072468, 1.747957], [-4.338651, -3.205891, 0.806048], [-2.735974, -4.768966, -0.243715], [-0.362865, -4.219045, -0.350481], [1.064504, -2.991282, -1.289369], [1.097206, -1.215351, -1.358832], [3.350967, -2.142201, -1.678100], [3.252381, -3.005967, -0.120356], [0.493826, 2.880456, 0.727991], [-0.434233, 2.791594, 2.811451], [-1.891422, 3.709398, 3.271518], [-0.827439, 4.319905, 1.978617], [-4.481444, 2.892355, -1.094680], [-4.130534, 3.216404, 0.624164], [-5.503456, 2.172177, 0.179346]], "forces_ev_per_a": [[-0.4, -0.3, 0.1], [0.3, 0.3, 0.1], [0.0, 0.1, 0.1], [0.1, 0.1, 0.0], [-0.5, -0.1, 0.1], [0.1, 0.0, -0.4], [0.1, 0.1, -0.5], [-0.1, -0.1, 0.4], [0.3, 0.2, -0.3], [0.0, -0.2, 0.1], [-0.1, 0.2, 0.0], [0.2, -0.3, 0.0], [-0.2, 0.1, 0.1], [0.2, 0.1, 0.2], [0.3, 0.0, 0.1], [-0.3, -0.1, 0.1], [0.2, 0.1, 0.0], [-0.2, -0.1, 0.0], [-0.1, 0.0, 0.1], [0.0, 0.0, -0.1], [0.0, 0.0, -0.1], [0.3, -0.2, -0.2], [-0.3, 0.0, -0.2], [0.0, 0.2, 0.3], [0.0, -0.1, -0.2], [-0.2, -0.3, -0.3], [0.2, 0.2, 0.2], [-0.4, 0.1, 0.0], [0.6, -0.2, 0.1], [-0.2, 0.3, -0.1], [0.0, 0.0, -0.1], [0.0, 0.0, 0.0], [0.0, 0.0, 0.1], [0.1, -0.1, -0.1], [0.0, 0.0, 0.2], [-0.1, 0.0, 0.1], [0.1, 0.0, -0.1], [0.0, 0.0, 0.1], [0.0, 0.0, -0.1], [0.0, 0.0, 0.0], [0.0, 0.0, 0.0], [0.0, 0.0, 0.0], [0.0, 0.1, 0.0], [0.0, 0.0, 0.1], [0.1, 0.1, 0.0], [-0.1, 0.1, 0.0], [-0.1, 0.0, 0.0], [0.0, -0.1, 0.0], [0.1, -0.1, 0.0], [0.0, 0.1, 0.0], [0.0, -0.1, 0.0], [0.0, 0.0, 0.0], [0.0, 0.0, -0.1], [0.0, 0.0, 0.1], [0.0, 0.0, 0.0], [0.1, 0.0, 0.0], [0.0, -0.1, 0.0], [0.0, -0.1, 0.0], [0.0, -0.1, -0.1], [0.0, 0.1, 0.0]]}

Entry 3:
{"formula": "C22H30N4O5S", "method": "the ωB97M-V functional and the def2-TZVPD basis", "smiles": "CC1CCN(S(=O)(=O)c2ccc3[nH]cc(C(=O)NCCN4CCOCC4)c(=O)c3c2)CC1", "total_charge": 0, "orbital_gap_ev": 8.56, "elements": ["C", "C", "C", "C", "N", "S", "O", "O", "C", "C", "C", "C", "N", "C", "C", "C", "O", "N", "C", "C", "N", "C", "C", "O", "C", "C", "C", "O", "C", "C", "C", "C", "H", "H", "H", "H", "H", "H", "H", "H", "H", "H", "H", "H", "H", "H", "H", "H", "H", "H", "H", "H", "H", "H", "H", "H", "H", "H", "H", "H", "H", "H"], "coordinates": [[5.067424, -4.298130, -2.808901], [4.122594, -4.465008, -1.623132], [2.931284, -3.511111, -1.733938], [2.013965, -3.655615, -0.519805], [2.720562, -3.489682, 0.733329], [2.948960, -1.888451, 1.176310], [3.202513, -1.023225, 0.059709], [3.872125, -1.873476, 2.272824], [1.307971, -1.549104, 1.812153], [0.928964, -2.211688, 2.974736], [-0.327961, -2.013935, 3.494030], [-1.222067, -1.150483, 2.846473], [-2.481352, -0.951078, 3.344333], [-3.356777, -0.134388, 2.726377], [-3.070799, 0.551261, 1.587649], [-4.176970, 1.416365, 1.055057], [-5.244199, 1.498370, 1.644891], [-3.902413, 2.030845, -0.102783], [-4.766736, 3.021916, -0.687892], [-4.139767, 4.416079, -0.534980], [-2.740379, 4.373371, -0.910907], [-1.928332, 5.404348, -0.294349], [-0.458808, 5.110938, -0.602759], [-0.224093, 5.085615, -1.990407], [-1.030357, 4.104579, -2.600844], [-2.514433, 4.371806, -2.344479], [-1.756799, 0.438421, 0.971590], [-1.402442, 1.031301, -0.043323], [-0.836785, -0.476998, 1.674786], [0.450634, -0.692214, 1.170150], [3.877247, -4.351606, 0.870690], [4.844408, -4.196014, -0.300783], [5.453035, -3.282011, -2.842644], [5.908148, -4.983406, -2.727240], [4.547830, -4.499901, -3.742860], [3.748023, -5.496741, -1.611829], [3.292446, -2.482556, -1.772270], [2.362491, -3.715230, -2.642891], [1.222731, -2.903555, -0.544722], [1.551910, -4.649505, -0.506827], [1.643215, -2.864594, 3.448922], [-0.638563, -2.517673, 4.397777], [-2.748583, -1.432269, 4.191899], [-4.338681, -0.025117, 3.166923], [-2.942943, 2.004896, -0.442529], [-5.727641, 2.982954, -0.170472], [-4.920486, 2.780953, -1.743995], [-4.192470, 4.701538, 0.518280], [-4.717523, 5.150790, -1.120929], [-2.082875, 5.383534, 0.786532], [-2.185871, 6.410641, -0.672031], [0.186843, 5.890312, -0.194225], [-0.191885, 4.138924, -0.162262], [-0.806478, 4.143793, -3.668239], [-0.774923, 3.111669, -2.202927], [-3.106637, 3.581806, -2.807200], [-2.797007, 5.340118, -2.797600], [0.761601, -0.174018, 0.275589], [4.358570, -4.077586, 1.809789], [3.515979, -5.383774, 0.937592], [5.229213, -3.173895, -0.298678], [5.683345, -4.883106, -0.176735]], "forces_ev_per_a": [[-0.2, -0.2, 0.2], [0.2, 0.3, -0.1], [0.0, -0.3, 0.1], [-0.3, 0.2, -0.6], [0.1, 0.9, 0.5], [-0.6, -0.2, 0.2], [-0.3, 0.0, -0.1], [0.0, -0.2, 0.1], [0.4, 0.1, -0.4], [-0.3, 0.0, 0.3], [0.2, 0.0, 0.0], [0.5, 0.1, -0.5], [-0.2, -0.1, 0.3], [-0.1, 0.2, -0.2], [0.0, 0.0, 0.1], [0.2, -0.2, -0.1], [-0.3, 0.1, 0.2], [0.2, 0.1, -0.2], [-0.2, 0.2, 0.1], [-0.1, -0.3, 0.0], [-0.1, 0.2, 0.0], [0.4, -0.1, -0.1], [-0.2, 0.2, 0.4], [0.1, 0.1, -0.1], [-0.3, -0.1, -0.2], [0.4, -0.1, 0.0], [-0.1, -0.1, 0.2], [0.2, 0.0, -0.1], [0.0, -0.2, 0.3], [0.1, 0.0, 0.0], [0.7, 0.0, 0.2], [-0.3, -0.3, 0.0], [0.1, 0.1, 0.0], [0.1, -0.1, 0.0], [0.0, 0.0, -0.1], [0.0, 0.0, 0.0], [0.0, 0.0, -0.1], [0.0, 0.0, 0.0], [-0.1, -0.2, -0.1], [0.0, 0.1, 0.0], [0.0, -0.1, 0.2], [0.0, -0.1, 0.1], [0.0, 0.1, -0.2], [0.0, 0.0, 0.0], [-0.1, -0.1, 0.2], [0.1, 0.0, -0.2], [-0.1, 0.0, 0.1], [0.0, 0.0, 0.0], [0.0, 0.0, 0.1], [0.0, 0.0, 0.0], [0.0, 0.0, 0.1], [0.0, -0.1, 0.0], [0.0, 0.1, 0.0], [0.0, -0.1, 0.0], [0.0, 0.0, -0.1], [0.0, 0.0, -0.1], [0.0, -0.1, 0.0], [0.0, 0.1, -0.1], [0.0, -0.3, 0.0], [0.0, 0.1, 0.0], [0.1, 0.0, 0.0], [0.1, 0.0, 0.0]]}

Entry 4:
{"formula": "C22H30N6O2S", "method": "the ωB97M-V functional and the def2-TZVPD basis", "smiles": "[H]/N=c1/c2c(C)[nH]nc2nc(SCC(=O)N(CCC)CCC)n1-c1ccc(OCC)cc1", "total_charge": 0, "orbital_gap_ev": 8.79, "elements": ["H", "N", "C", "C", "C", "C", "N", "N", "C", "N", "C", "S", "C", "C", "O", "N", "C", "C", "C", "C", "C", "C", "N", "C", "C", "C", "C", "O", "C", "C", "C", "C", "H", "H", "H", "H", "H", "H", "H", "H", "H", "H", "H", "H", "H", "H", "H", "H", "H", "H", "H", "H", "H", "H", "H", "H", "H", "H", "H", "H", "H"], "coordinates": [[3.216096, 3.145769, 0.524567], [2.386772, 3.730743, 0.499322], [1.341961, 3.177001, 0.053431], [0.080879, 3.857619, -0.037564], [-0.354133, 5.134346, 0.272164], [0.384004, 6.296895, 0.813664], [-1.670760, 5.144288, -0.026193], [-2.132706, 3.978813, -0.505732], [-1.076901, 3.184693, -0.522072], [-1.053262, 1.887787, -0.934840], [0.085699, 1.295454, -0.854921], [0.196632, -0.385921, -1.377968], [-1.443433, -0.622360, -2.148997], [-2.130161, -1.841585, -1.552571], [-2.065110, -2.913587, -2.127819], [-2.783071, -1.690065, -0.381364], [-3.312660, -2.890142, 0.243188], [-2.281570, -3.537417, 1.171240], [-2.843883, -4.787045, 1.834700], [-2.951025, -0.435203, 0.322995], [-4.113077, 0.415280, -0.207060], [-5.476592, -0.231541, -0.000124], [1.251884, 1.832541, -0.394104], [2.427376, 1.028145, -0.367692], [2.575742, 0.042756, 0.596245], [3.710478, -0.746588, 0.621936], [4.722988, -0.546210, -0.313107], [5.886651, -1.237005, -0.379074], [6.085757, -2.372233, 0.442298], [5.302502, -3.588718, -0.041198], [4.574002, 0.465096, -1.267315], [3.438885, 1.242923, -1.298193], [0.355950, 7.131807, 0.114160], [1.415323, 5.996015, 0.975556], [-0.050965, 6.626032, 1.756784], [-2.310248, 5.917352, 0.072372], [-1.970845, 0.318994, -2.014259], [-1.257835, -0.827761, -3.203193], [-4.214128, -2.634250, 0.801652], [-3.570666, -3.592893, -0.552656], [-1.400341, -3.795058, 0.581539], [-1.977231, -2.817936, 1.935877], [-2.101203, -5.239342, 2.487267], [-3.130828, -5.517361, 1.082202], [-3.721931, -4.543809, 2.429889], [-3.128761, -0.670404, 1.375117], [-2.036578, 0.155867, 0.264986], [-3.969050, 0.608821, -1.269979], [-4.075832, 1.378456, 0.304008], [-5.553110, -1.156904, -0.566114], [-6.262393, 0.438563, -0.340484], [-5.647854, -0.447857, 1.052897], [1.795390, -0.112419, 1.326031], [3.790499, -1.508058, 1.380686], [5.847495, -2.140955, 1.487704], [7.159141, -2.568334, 0.371332], [5.523990, -4.442535, 0.593106], [4.232269, -3.398332, -0.018305], [5.585135, -3.825350, -1.063737], [5.368606, 0.615600, -1.980242], [3.326047, 2.017552, -2.042044]], "forces_ev_per_a": [[-0.1, -0.2, -0.1], [0.6, 0.4, 0.2], [0.0, 0.1, 0.1], [-0.9, 0.1, -0.2], [0.1, -0.2, 0.0], [0.0, 0.1, 0.0], [0.5, 0.1, 0.1], [-0.5, -0.7, -0.3], [0.6, 1.1, 0.5], [-0.1, -0.3, -0.2], [-1.1, -0.1, -0.4], [0.0, -0.4, -0.2], [0.3, 0.0, 0.0], [0.1, 0.4, -0.1], [0.2, -0.3, -0.2], [-0.2, -0.2, 0.2], [0.3, -0.3, 0.0], [-0.3, 0.0, -0.1], [0.2, 0.2, -0.1], [-0.1, 0.5, -0.2], [0.0, -0.2, 0.3], [0.2, 0.1, -0.1], [0.3, 0.2, 0.1], [0.4, -0.2, 0.2], [0.0, 0.4, -0.2], [0.3, -0.2, 0.0], [-0.1, 0.2, -0.1], [-0.1, 0.3, -0.2], [0.0, -0.5, 0.2], [0.1, 0.4, 0.0], [0.1, -0.1, 0.0], [-0.1, -0.1, 0.1], [0.0, 0.1, 0.0], [0.0, 0.1, 0.0], [0.0, 0.1, 0.1], [0.1, -0.1, 0.0], [-0.1, 0.0, 0.0], [-0.1, 0.0, 0.1], [0.0, 0.0, 0.0], [-0.1, 0.1, 0.1], [0.0, 0.1, 0.0], [0.1, 0.1, 0.0], [0.0, -0.1, 0.1], [-0.1, -0.1, 0.0], [-0.1, 0.0, 0.1], [0.1, 0.0, 0.0], [-0.1, -0.1, 0.1], [0.1, 0.1, 0.0], [0.0, 0.1, 0.0], [-0.1, -0.1, 0.0], [-0.1, 0.0, 0.0], [-0.1, -0.1, 0.1], [-0.1, 0.0, 0.1], [0.0, -0.1, 0.0], [0.1, 0.0, -0.1], [-0.2, 0.0, 0.1], [0.0, -0.1, 0.1], [-0.1, -0.1, 0.0], [0.0, -0.1, -0.1], [0.1, 0.0, -0.1], [0.0, 0.1, -0.1]]}

Ordered relative energy (zero: lowest compared OMol25 entry of this formula, charge and spin) results: 0.0, 92.0, 50.7, 0.0; unit kcal per mole.